[1]
The following is a quantum chemistry calculation of C30H54BClO2P2ReSi2 as an isolated structure at a distorted geometry, from OMol25.

Values from the calculation:
HOMO-LUMO gap (alpha / beta) = 5.298 / 7.353 eV
2S+1 = 4
highest occupied orbital energy (alpha / beta) = -4.73 / -7.30 eV

```
93
C30H54BClO2P2ReSi2, DFT the ωB97M-V functional and the def2-TZVPD basis
Re -0.14 -0.07 -0.83
C 1.78 -0.15 -1.70
C 1.07 -1.35 -2.03
C -0.08 -0.95 -2.81
Si 1.68 -3.06 -1.53
C -0.08 0.46 -2.93
C 1.07 0.98 -2.23
Si 1.68 2.75 -2.04
H 2.77 -0.11 -1.27
H -0.81 -1.63 -3.24
H -0.80 1.05 -3.47
Cl -2.30 0.02 0.17
C 3.52 2.73 -1.71
C 1.28 3.78 -3.54
C 3.52 -2.99 -1.22
C 1.28 -4.33 -2.84
H 1.74 3.30 -4.42
H 1.73 4.78 -3.43
H 0.21 3.90 -3.74
H 3.75 2.22 -0.77
H 3.91 3.76 -1.66
H 4.03 2.21 -2.53
H 1.69 -3.99 -3.80
H 0.21 -4.53 -2.98
H 1.77 -5.28 -2.58
H 4.03 -2.61 -2.12
H 3.90 -3.99 -0.99
H 3.75 -2.32 -0.38
C 0.82 3.45 -0.50
C 0.82 -3.48 0.10
P -0.74 2.56 -0.28
H 0.65 4.53 -0.59
H 1.46 3.25 0.37
P -0.74 -2.57 0.17
H 1.46 -3.13 0.93
H 0.65 -4.56 0.20
C -1.43 -2.89 1.86
C -1.85 -3.51 -1.05
C -1.84 3.28 -1.64
C -1.43 3.16 1.34
C -1.14 2.19 2.49
H -2.52 3.17 1.16
C -0.96 4.55 1.74
H 0.13 4.57 1.92
H -1.45 4.83 2.68
H -1.20 5.32 1.00
H -1.65 1.24 2.36
H -1.49 2.63 3.43
H -0.06 2.00 2.59
H -1.23 3.16 -2.55
C -2.13 4.77 -1.43
C -3.16 2.52 -1.84
H -1.23 5.38 -1.38
H -2.74 4.94 -0.53
H -2.72 5.13 -2.29
H -3.00 1.49 -2.18
H -3.74 3.03 -2.61
H -3.75 2.50 -0.92
H -1.23 -3.55 -1.96
C -3.16 -2.79 -1.38
C -2.14 -4.94 -0.59
H -1.23 -5.54 -0.43
H -2.73 -5.45 -1.36
H -2.73 -4.95 0.34
H -3.00 -1.84 -1.89
H -3.76 -2.61 -0.47
H -3.74 -3.44 -2.05
C -1.16 -1.73 2.83
C -0.94 -4.19 2.50
H -2.52 -2.95 1.69
H 0.14 -4.16 2.67
H -1.18 -5.08 1.91
H -1.44 -4.30 3.47
H -0.09 -1.49 2.88
H -1.48 -2.02 3.84
H -1.71 -0.83 2.56
C -4.73 0.11 1.13
H -4.40 0.27 2.15
H -5.00 -0.90 0.80
H -5.04 0.96 0.53
O 1.96 -1.04 1.45
B 1.34 0.06 0.72
O 1.96 1.27 1.24
C 2.80 0.90 2.25
C 3.55 1.70 3.09
C 4.29 1.06 4.08
C 4.29 -0.34 4.20
C 3.54 -1.14 3.34
C 2.79 -0.49 2.37
H 3.53 2.78 2.96
H 4.89 1.66 4.77
H 4.88 -0.81 4.98
H 3.52 -2.23 3.41
```

[2]
The following is a quantum chemistry calculation of C30H54CdN7OP2 as an isolated structure at a distorted geometry, from OMol25.

Values from the calculation:
total charge = +1
energy above the lowest of the compared OMol25 structures with the same formula, charge and spin = 51.32 kJ/mol
HOMO-LUMO gap = 5.436 eV
highest occupied orbital energy = -8.27 eV

```
95
C30H54CdN7OP2, DFT the ωB97M-V functional and the def2-TZVPD basis
C -0.90 2.28 -1.87
C 1.11 1.31 -2.66
C -0.93 3.17 -2.95
C 1.26 2.39 -3.58
C 0.22 3.27 -3.77
H -1.83 3.77 -3.06
H 2.19 2.44 -4.12
H 0.22 4.03 -4.55
N 0.06 1.36 -1.76
P -1.61 1.79 0.86
P 1.58 -1.33 -1.73
C -2.02 2.36 -0.83
H -2.42 3.38 -0.72
H -2.84 1.73 -1.19
C 1.94 0.16 -2.64
H 3.02 0.34 -2.77
C 3.20 -2.10 -0.78
C 1.17 -2.19 -3.39
C -0.87 3.33 1.65
C -3.24 1.28 1.64
C 3.03 -2.00 0.75
H 2.13 -2.51 1.11
H 3.90 -2.51 1.21
H 3.03 -0.96 1.11
C 3.33 -3.58 -1.14
H 2.43 -4.14 -0.84
H 3.53 -3.75 -2.20
H 4.17 -4.01 -0.57
C 4.42 -1.30 -1.18
H 5.32 -1.75 -0.73
H 4.59 -1.26 -2.26
H 4.36 -0.29 -0.77
C 0.66 -3.60 -3.12
H -0.16 -3.58 -2.38
H 0.26 -4.03 -4.05
H 1.44 -4.28 -2.74
C 0.06 -1.39 -4.09
H -0.76 -1.18 -3.40
H 0.43 -0.45 -4.49
H -0.35 -1.97 -4.93
C 2.45 -2.17 -4.25
H 2.92 -1.18 -4.22
H 3.21 -2.90 -3.94
H 2.20 -2.36 -5.30
C -3.00 1.03 3.14
H -3.92 0.61 3.58
H -2.19 0.30 3.29
H -2.76 1.95 3.70
C -3.65 -0.06 1.01
H -3.80 0.02 -0.08
H -2.91 -0.84 1.20
H -4.61 -0.38 1.46
C -4.37 2.30 1.43
H -4.52 2.53 0.37
H -5.30 1.86 1.81
H -4.20 3.23 1.98
C 0.06 4.02 0.64
H -0.50 4.49 -0.18
H 0.63 4.81 1.15
H 0.78 3.31 0.21
C -0.05 2.85 2.86
H 0.77 2.19 2.55
H 0.39 3.74 3.35
H -0.66 2.32 3.60
C -1.92 4.34 2.11
H -2.59 4.66 1.29
H -2.52 3.98 2.96
H -1.39 5.24 2.46
Cd 0.09 -0.01 0.22
C -1.24 -1.68 -0.92
O -2.16 -2.27 -1.29
N 2.11 1.22 0.77
C 3.09 1.89 0.81
C 4.23 2.63 0.17
C 4.58 2.22 -1.30
C 3.69 4.05 0.00
C 5.43 2.34 1.07
H 4.91 1.20 -1.41
H 3.73 2.37 -1.97
H 5.42 2.86 -1.62
H 3.15 4.44 0.89
H 4.47 4.76 -0.31
H 2.94 4.01 -0.80
H 6.35 2.68 0.60
H 5.31 2.75 2.08
H 5.52 1.25 1.20
N -0.88 -2.75 5.04
N -1.07 -2.55 3.68
N -0.87 -3.63 2.89
C -0.64 -3.03 1.72
N -0.59 -1.68 1.78
N -0.81 -1.35 3.08
H -1.31 -2.03 5.60
H -1.19 -3.69 5.27
H -0.51 -3.64 0.81
```

[3]
The following is a quantum chemistry calculation of C30H54P2Ru as an isolated structure at a distorted geometry, from OMol25.

Values from the calculation:
total charge = +2
HOMO-LUMO gap (alpha / beta) = 5.138 / 2.595 eV
2S+1 = 5
highest occupied orbital energy (alpha / beta) = -11.37 / -13.13 eV

```
87
C30H54P2Ru, DFT the ωB97M-V functional and the def2-TZVPD basis
Ru -0.09 -0.47 0.17
C 0.85 -0.79 -2.02
C 1.77 0.27 -1.78
C 1.97 -1.21 -0.02
C 1.09 -1.81 -1.03
C 2.43 0.04 -0.57
C 0.17 -1.05 -3.31
H -0.26 -0.13 -3.72
H -0.63 -1.79 -3.19
H 0.89 -1.46 -4.03
C 0.89 -3.26 -1.32
H 0.26 -3.42 -2.20
H 0.38 -3.70 -0.44
H 1.82 -3.82 -1.49
C 2.61 -1.92 1.11
H 3.61 -2.29 0.85
H 1.98 -2.75 1.43
H 2.74 -1.23 1.94
C 3.62 0.74 -0.04
H 4.55 0.40 -0.52
H 3.73 0.57 1.03
H 3.53 1.82 -0.20
C 2.17 1.21 -2.85
H 2.81 0.71 -3.59
H 2.71 2.07 -2.46
H 1.29 1.57 -3.38
C -1.50 3.34 -0.76
C -0.97 3.08 -1.98
C -0.51 4.20 -2.88
C 0.81 4.93 -2.46
C 1.46 4.49 -1.17
C 0.92 4.79 0.01
C -0.39 5.55 0.09
C -1.68 4.76 -0.28
H -1.29 4.97 -2.97
H 0.58 6.02 -2.42
H -0.35 3.79 -3.89
H -2.22 5.36 -1.04
H -1.79 2.54 -0.08
H -0.85 2.06 -2.35
H -2.33 4.74 0.61
H -0.52 5.89 1.13
H 1.38 4.53 0.97
H -0.35 6.45 -0.54
H 1.53 4.79 -3.28
H 2.41 3.94 -1.29
P -2.35 -0.77 -0.59
C -2.53 -2.54 -0.98
H -3.59 -2.80 -1.05
H -2.09 -3.12 -0.18
H -2.04 -2.80 -1.91
C -3.64 -0.54 0.67
H -4.56 -1.05 0.36
H -3.85 0.53 0.80
H -3.31 -0.95 1.62
C -3.18 -0.12 -2.08
H -3.43 0.93 -1.97
H -4.10 -0.69 -2.25
H -2.54 -0.24 -2.96
P 0.16 0.88 2.31
C 1.81 1.57 2.79
H 1.74 2.28 3.62
H 2.31 2.06 1.96
H 2.46 0.75 3.13
C -1.10 2.04 2.99
H -0.94 3.09 2.72
H -1.13 1.98 4.09
H -2.09 1.74 2.62
C 0.12 -0.28 3.72
H 0.39 0.23 4.64
H 0.81 -1.10 3.54
H -0.88 -0.70 3.82
C 1.07 -5.31 1.35
C -0.25 -4.58 1.68
C -1.35 -5.34 0.94
C -0.45 -4.52 3.18
C -0.36 -3.16 1.41
C -0.54 -1.93 1.33
H 0.98 -6.31 1.78
H 1.95 -4.83 1.81
H 1.26 -5.44 0.27
H -1.37 -6.37 1.32
H -2.33 -4.89 1.14
H -1.18 -5.37 -0.14
H 0.39 -3.97 3.62
H -1.38 -3.97 3.38
H -0.51 -5.53 3.58
```

Across the entries above, molecular weight takes the values 797.35, 703.17, 577.78 g/mol, respectively.
Across the entries above, energy takes the values -85745.84532, -67597.21064, -53125.10611 eV, respectively.